{"formula": "C46H77CrFN13O3P", "method": "ωB97M-V with the def2-TZVPD basis set", "total_charge": 3, "s2": 3.779, "spin_multiplicity": 4, "de_lowest_kj_mol": 0.0, "e_tot_ev": -114873.9698, "e_lumo_ha": [-0.249, -0.252], "species": ["H", "C", "H", "C", "H", "H", "H", "H", "H", "H", "H", "C", "F", "H", "C", "C", "C", "H", "N", "H", "C", "C", "H", "C", "C", "C", "C", "H", "H", "C", "C", "H", "N", "H", "H", "N", "N", "C", "H", "C", "H", "C", "H", "N", "O", "C", "C", "H", "H", "H", "C", "H", "H", "H", "H", "H", "C", "H", "N", "C", "H", "C", "H", "H", "C", "N", "H", "H", "H", "H", "H", "H", "H", "C", "C", "O", "C", "C", "C", "N", "H", "P", "H", "H", "H", "H", "C", "H", "H", "H", "H", "H", "C", "H", "H", "H", "H", "O", "H", "H", "H", "C", "H", "C", "N", "H", "C", "H", "H", "C", "H", "C", "N", "H", "C", "Cr", "H", "C", "N", "C", "H", "H", "C", "C", "H", "H", "C", "C", "N", "C", "H", "N", "H", "H", "H", "C", "H", "H", "H", "H", "H", "C"], "xyz": [[-4.897179, -1.158156, 2.972925], [-1.391573, -3.538739, 3.428586], [1.469216, 0.642104, 3.086147], [-1.328961, 6.922691, 7.934148], [-1.320300, -2.728477, -2.618813], [3.272190, -0.595936, -2.656663], [3.937199, 0.031005, -4.162844], [1.335091, -5.450151, -1.965126], [0.526031, 6.067426, 7.247081], [-3.645357, -1.375373, -4.168652], [-3.910976, 1.081749, 2.215826], [1.699768, -2.216244, -4.384407], [0.835672, 4.084263, 5.733441], [4.794480, 2.559780, -3.695522], [2.285962, 1.719222, -1.916608], [-0.360616, 7.791332, 5.382416], [3.705665, 2.548096, -3.751145], [-2.479455, 8.408435, 1.271876], [2.215133, 1.022721, -0.782230], [-3.210474, -0.975534, 4.680884], [-2.797996, 6.902668, -0.342401], [0.210163, -0.586122, -3.327432], [4.284057, 1.215429, -0.384671], [-1.099620, 8.752579, 6.300910], [-6.988829, -0.740613, -1.147687], [-4.725594, -1.565157, -1.414622], [0.159231, 3.427705, 3.612775], [0.430201, -4.366980, -3.023280], [-3.475188, 0.624258, 0.552104], [-3.270494, -0.562247, -3.543853], [-0.543475, 6.014792, 7.000478], [-3.801047, 6.243371, 1.525041], [-0.670381, -0.856804, 2.139087], [-0.358756, -0.389978, -2.427568], [1.089172, -3.000912, -4.834455], [1.437672, 2.758083, -2.124024], [-0.811118, 6.423070, 5.623732], [0.370647, -1.194001, 3.125100], [-3.787038, -2.655509, 4.592670], [-6.523192, -3.075240, -0.845235], [-2.170323, 8.710332, 6.117217], [-2.311562, -2.835710, -2.171536], [-0.551727, 8.073410, 4.350368], [3.200465, 1.487430, -2.877176], [0.351001, 1.737038, 1.378575], [-5.174472, -2.846214, -1.099058], [-5.644913, -0.511152, -1.405225], [-1.336071, 8.973979, 8.371178], [-4.112608, -2.588224, 2.261917], [-1.183405, 6.637262, 8.973945], [-2.858714, 6.227730, 0.991903], [2.413701, -0.763398, 3.589103], [1.107736, 2.356982, -4.170892], [3.973410, -4.226142, -2.241917], [-1.004953, 7.441094, 0.846917], [-0.281836, 2.992886, -3.282272], [1.640577, -0.412329, 2.899743], [0.301564, -2.507777, 0.952189], [-1.998265, -2.223485, 3.515970], [0.099246, 4.327355, 4.635757], [-4.003068, 0.242203, -3.525563], [1.284370, 3.789125, -1.108608], [0.770330, 2.544098, 3.727545], [-2.952447, -3.389854, -2.861179], [-1.869117, -1.280125, 2.521900], [1.110366, -1.710405, -3.145029], [1.418552, -3.597144, 0.141633], [0.610454, -2.260845, 3.116210], [4.173505, -0.093339, 1.732670], [3.302474, -2.058813, 0.637346], [-8.482749, -2.221848, -0.694712], [0.268119, 4.175857, -1.127774], [-0.752884, 9.773435, 6.157890], [-1.400602, 2.898068, 0.277290], [-0.687563, 5.493650, 4.565101], [-0.852707, 0.862870, -0.872846], [1.231384, -2.555478, 0.390463], [3.471054, 0.506044, -0.218148], [0.802769, 3.060283, -3.400679], [-0.864372, 8.338522, 7.727100], [-6.868900, -4.080977, -0.636014], [-2.983282, -1.149235, -1.817777], [-2.198070, -3.398052, -1.242108], [3.333967, 3.518677, -3.441084], [-2.060224, 6.557585, 3.343319], [1.051313, 4.070387, -3.735387], [-2.899897, -2.017704, 4.640296], [-7.689655, 0.085298, -1.167443], [4.868719, 0.199811, -2.676872], [-0.465707, -0.810536, -4.152026], [1.967699, 4.621088, -1.313079], [3.416393, -4.232742, -0.566885], [3.388156, -3.670060, -1.506857], [2.024696, -4.976455, -3.523427], [-2.846603, 4.191776, -0.565319], [2.699247, -2.608145, -4.211976], [0.722811, 7.882130, 5.558618], [-2.465556, 2.161809, -1.668975], [-0.639488, -3.698587, 4.207375], [-5.299382, 0.496023, -1.623598], [-2.203424, 6.440827, -1.120076], [-4.291056, -1.523580, 2.138550], [0.136424, 8.388182, 7.927833], [-7.432810, -2.028992, -0.874534], [-3.029704, -0.795674, 2.035682], [-2.389084, 6.882602, 7.695335], [-1.603166, 1.913784, -0.845906], [-2.368686, -2.252036, 5.565730], [-2.208106, 1.052154, 1.723862], [1.389553, -2.262886, -1.951910], [-4.852381, -1.370263, 1.220380], [-0.555115, 3.643223, 2.428809], [-2.107151, 4.995175, 1.186665], [-0.873607, 4.993629, 7.164369], [-3.163907, 0.571018, 1.596828], [0.592615, 0.162817, 0.217405], [-0.937138, -3.683627, 2.449166], [3.274388, 0.319079, 1.268444], [2.099359, -0.550917, 1.500799], [3.858087, 0.206056, -3.089465], [0.777789, 0.308727, -3.589860], [2.530084, -2.552142, 2.127570], [-0.491151, 2.689510, 1.334768], [-1.354895, 4.795115, 2.334310], [-2.163817, -4.302046, 3.551983], [3.765496, -0.450803, -0.654171], [-2.160708, 4.034203, 0.257987], [-2.086653, 7.502463, 0.828789], [2.045094, -3.478868, -2.019370], [1.429646, -4.624674, -2.676137], [-2.354642, -0.157305, -3.971203], [1.050640, -1.707648, -0.799703], [1.762173, -1.392219, -5.093324], [3.059466, 1.288615, 1.718803], [-4.487081, -3.683161, -1.074062], [2.379422, -1.987745, 1.206396], [1.504993, 3.387705, -0.124223], [0.019889, -0.969048, 4.135136], [3.878317, -2.706883, -1.360566], [-3.693117, 7.386811, -0.704721], [3.423128, 2.367224, -4.789302], [-1.409647, 5.695422, 3.403851]], "forces_ev_per_angstrom": [[0.0, 0.0, 0.0], [0.0, 0.0, 0.0], [0.0, 0.1, 0.0], [0.1, -0.4, 0.0], [0.0, 0.0, 0.0], [0.0, 0.0, 0.0], [0.0, 0.0, 0.0], [0.0, 0.0, 0.0], [0.0, -0.1, 0.0], [0.0, 0.1, 0.0], [0.0, 0.0, 0.0], [0.0, 0.0, 0.0], [0.0, 0.1, 0.1], [0.0, 0.0, 0.0], [0.0, 0.0, 0.1], [0.0, -0.2, 0.1], [0.0, 0.0, 0.0], [-0.1, -0.1, 0.0], [-0.1, -0.2, 0.1], [0.0, 0.0, 0.0], [0.0, 0.0, -0.2], [0.1, -0.1, 0.0], [0.1, 0.0, 0.0], [0.1, 0.0, -0.3], [0.1, 0.1, 0.1], [0.0, 0.0, 0.0], [0.1, 0.0, 0.0], [0.0, 0.0, 0.0], [0.0, 0.0, 0.0], [0.0, -0.1, 0.1], [-0.1, 0.2, -0.2], [0.0, 0.0, 0.1], [0.1, 0.1, -0.4], [-0.1, 0.0, -0.1], [0.0, 0.0, 0.0], [-0.3, 0.1, 0.2], [0.1, 0.0, 0.0], [-0.1, 0.0, 0.0], [0.0, 0.0, 0.0], [0.0, 0.0, 0.1], [-0.1, 0.0, 0.1], [0.0, 0.1, 0.0], [0.0, 0.0, 0.0], [0.2, 0.0, -0.1], [0.0, 0.4, 0.3], [-0.1, 0.0, -0.1], [0.0, -0.1, 0.0], [0.0, 0.0, 0.0], [0.0, 0.0, 0.0], [0.1, 0.2, 0.0], [-0.1, 0.0, 0.1], [0.1, 0.0, 0.0], [0.0, 0.0, 0.0], [0.0, 0.0, 0.0], [0.0, -0.1, 0.0], [0.0, 0.0, 0.0], [-0.2, 0.0, 0.0], [0.1, -0.1, 0.1], [-0.1, -0.2, 0.0], [0.0, 0.0, -0.1], [0.0, 0.0, 0.0], [0.1, 0.0, -0.1], [0.0, 0.0, 0.0], [0.1, 0.0, 0.0], [0.1, 0.0, 0.0], [-0.1, 0.0, -0.1], [0.0, 0.0, 0.0], [0.0, 0.1, 0.0], [0.0, -0.1, 0.1], [0.0, 0.1, 0.0], [0.0, 0.0, 0.0], [0.0, 0.0, 0.0], [0.1, 0.0, 0.1], [0.0, -0.4, 0.2], [-0.1, 0.0, 0.1], [0.7, 0.0, 0.3], [0.0, 0.0, -0.2], [-0.1, 0.0, 0.0], [0.0, 0.0, 0.0], [-0.2, -0.1, -0.1], [0.0, 0.0, 0.0], [-0.3, -0.4, 0.0], [0.0, 0.0, 0.0], [0.0, 0.0, 0.0], [0.0, 0.0, 0.0], [0.1, 0.0, 0.0], [0.0, -0.1, 0.0], [0.0, 0.0, 0.0], [0.0, 0.0, 0.0], [0.0, 0.0, 0.0], [0.0, 0.0, 0.0], [0.0, 0.0, 0.0], [-0.1, 0.0, 0.1], [0.0, 0.0, 0.0], [0.1, 0.0, 0.0], [0.0, 0.0, 0.0], [0.0, 0.0, -0.1], [0.1, 0.0, -0.1], [0.0, 0.0, 0.0], [-0.1, 0.0, 0.0], [0.0, 0.0, 0.1], [0.0, 0.0, 0.0], [0.1, 0.1, 0.1], [0.0, 0.0, 0.0], [0.0, 0.0, 0.1], [0.0, 0.1, 0.0], [0.0, 0.1, -0.2], [0.0, 0.0, 0.0], [0.1, 0.1, 0.0], [-0.2, 0.1, -0.1], [0.0, 0.0, -0.1], [0.0, 0.0, 0.0], [0.0, 0.1, 0.0], [0.0, 0.0, 0.0], [-0.1, 0.0, -0.1], [-0.4, 0.0, -0.3], [0.0, 0.0, 0.0], [0.0, 0.1, -0.1], [0.2, 0.0, 0.3], [0.0, 0.0, -0.1], [0.0, 0.0, 0.0], [0.0, 0.1, 0.1], [0.1, 0.0, -0.1], [0.1, -0.1, 0.0], [0.0, 0.0, 0.0], [0.0, 0.0, 0.0], [-0.2, 0.1, 0.0], [0.2, 0.2, 0.1], [0.1, -0.1, -0.1], [0.0, 0.0, 0.0], [-0.1, 0.0, 0.0], [0.1, 0.1, 0.4], [0.0, 0.0, 0.0], [0.0, 0.0, 0.1], [0.0, 0.0, 0.0], [-0.1, 0.0, -0.1], [0.0, 0.0, 0.0], [0.0, -0.1, 0.1], [0.0, 0.0, 0.0], [-0.1, -0.1, 0.1], [0.0, 0.0, 0.0], [-0.1, 0.2, 0.0]]}